Molecular formula: C3H4O2
Method: DFT, ωB97M-V/def2-TZVPD

Values from the calculation:
- ΔE to the lowest compared entry with this formula, charge and spin: 150.3 kcal per mole
- LUMO level (alpha / beta): 0.190 / 0.068 eV
- Gap between HOMO and LUMO (alpha / beta): 8.130 / 8.045 eV

```
! RIJCOSX wB97M-V def2-TZVPD def2/J DEFGRID3
* xyz 0 1
C 0.398 0.396 -0.267
C -0.701 0.339 0.732
C -0.569 -0.849 -0.797
O -1.463 -0.492 0.076
O 1.776 0.478 0.481
H 0.418 1.000 -1.217
H -0.512 0.501 1.742
H -0.943 -1.262 -1.885
H 1.596 -0.111 1.136
*
```